15
Properties=species:S:1:pos:R:3:lowdin_charge:R:1 method="wB97M-V/def2-TZVPD" de_lowest_kcal_mol=164.1 charge=+1 homo_lumo_gap_ev="8.9291 / 8.9282"
C 1.738 -0.671 -0.129 -0.017
H 0.586 -1.523 -0.320 0.145
C -1.245 0.162 0.355 -0.150
O 1.511 1.810 -0.033 0.072
H -1.823 0.644 -1.582 0.068
H 1.378 2.455 0.690 0.157
N 1.301 0.533 0.381 -0.003
C -1.565 0.962 -0.633 0.094
H -0.900 0.553 1.220 0.083
H 2.338 -0.562 -1.011 0.101
H -2.224 -1.723 0.932 0.169
C -1.380 -1.293 0.374 -0.050
O -0.532 -1.993 -0.189 0.125
H -1.253 1.998 -0.674 0.088
H 2.069 -1.354 0.621 0.119